# C35H94F3N8O13S

A cluster of 10 separate species, C35H94F3N8O13S in total (ωB97M-V/def2-TZVPD, OMol25).

## Properties
Energy in eV: -95342.116
Charge: -1
Max |F| in eV Å⁻¹: 3.38
HOMO level in eV: -6.196
Spin multiplicity: 1
Orbital gap in eV: 8.47
Energy above the lowest of the compared OMol25 structures with the same formula, charge and spin in kcal per mole: 0.0
LUMO in hartree: 0.0836

CARTESIAN COORDINATES (ANGSTROEM)
C -0.805 0.672 -0.745
F -1.818 -0.156 -0.538
F -1.009 1.506 -1.785
F -0.575 1.468 0.279
S 0.710 -0.438 -1.176
O 0.562 -0.715 -2.611
O 1.951 0.274 -0.864
O 0.620 -1.618 -0.303
C 4.146 4.423 -0.531
C 3.006 3.422 -0.756
O 3.246 2.312 0.152
O 3.870 5.559 -1.319
H 5.104 4.011 -0.860
H 4.306 4.612 0.533
H 3.010 3.027 -1.772
H 2.010 3.831 -0.579
H 2.725 1.569 -0.193
H 4.641 6.129 -1.354
C -6.120 0.700 2.913
C -5.694 1.893 2.081
C -5.060 1.507 0.744
O -4.546 2.651 0.057
C -4.107 2.380 -1.250
N -6.901 2.694 1.878
H -6.907 0.100 2.461
H -6.299 1.096 3.911
H -5.210 0.096 2.969
H -4.987 2.528 2.617
H -5.834 1.058 0.113
H -4.300 0.731 0.870
H -4.951 2.412 -1.942
H -3.541 1.448 -1.285
H -3.401 3.161 -1.532
H -7.502 2.363 1.133
H -6.572 3.568 1.481
C 0.089 1.708 -5.529
C 1.553 1.203 -5.648
C 2.388 2.050 -4.677
O 3.759 1.666 -4.828
C 4.601 2.363 -3.923
N 1.616 -0.210 -5.274
H 0.024 2.716 -5.943
H -0.228 1.685 -4.487
H -0.587 1.153 -6.180
H 1.940 1.351 -6.656
H 2.029 1.984 -3.647
H 2.411 3.102 -4.976
H 4.441 1.859 -2.968
H 4.349 3.422 -3.830
H 5.665 2.309 -4.152
H 1.326 -0.261 -4.299
H 2.612 -0.367 -5.152
C -0.096 -6.621 -0.413
C -0.231 -5.244 0.258
C 0.618 -5.125 1.510
O 0.328 -6.064 2.550
C 1.126 -5.801 3.681
N 0.173 -4.330 -0.834
H -0.238 -7.345 0.397
H 0.888 -6.964 -0.740
H -0.877 -6.869 -1.129
H -1.299 -5.113 0.434
H 0.591 -4.090 1.861
H 1.646 -5.274 1.164
H 2.201 -5.821 3.477
H 1.094 -6.403 4.589
H 0.935 -4.772 3.999
H 1.141 -4.532 -1.063
H 0.258 -3.392 -0.446
C -5.749 -3.101 -0.135
C -4.260 -3.037 -0.520
C -3.334 -2.653 0.627
O -3.331 -3.608 1.687
C -2.496 -3.181 2.743
N -3.994 -4.351 -1.100
H -6.334 -3.100 -1.057
H -6.110 -2.183 0.340
H -6.015 -3.949 0.492
H -3.954 -2.386 -1.340
H -3.682 -1.690 1.011
H -2.291 -2.554 0.317
H -1.547 -2.704 2.491
H -2.388 -4.086 3.340
H -3.034 -2.470 3.377
H -4.059 -5.113 -0.435
H -4.768 -4.598 -1.705
C -3.063 4.070 5.358
C -2.116 4.251 4.165
C -2.030 2.916 3.391
O -1.435 1.939 4.235
C -0.982 0.821 3.425
N -2.648 5.369 3.367
H -4.066 4.040 4.932
H -2.962 4.885 6.075
H -2.859 3.183 5.957
H -1.108 4.570 4.433
H -1.436 3.152 2.503
H -2.988 2.536 3.024
H -0.294 1.136 2.640
H -1.854 0.290 3.038
H -0.407 0.190 4.100
H -3.632 5.194 3.199
H -2.227 5.356 2.446
C 1.811 2.897 3.876
C 3.069 2.049 3.657
C 2.745 0.760 2.903
O 2.204 -0.185 3.784
C 1.939 -1.427 3.090
N 4.024 2.876 2.913
H 1.398 3.165 2.902
H 1.981 3.774 4.500
H 1.120 2.304 4.476
H 3.498 1.773 4.622
H 3.643 0.340 2.439
H 2.031 0.958 2.099
H 1.050 -1.283 2.474
H 1.733 -2.298 3.712
H 2.875 -1.602 2.557
H 4.878 2.351 2.754
H 3.642 2.853 1.970
C 5.777 -0.456 -1.255
C 6.415 -0.131 0.030
C 7.928 -0.499 0.059
O 8.389 0.094 1.296
C 9.725 -0.228 1.618
N 6.126 1.249 0.258
H 5.671 -1.533 -1.420
H 6.203 -0.073 -2.182
H 4.711 -0.239 -1.354
H 6.006 -0.749 0.837
H 8.522 -0.069 -0.750
H 8.031 -1.585 0.077
H 10.034 -1.250 1.388
H 9.825 -0.040 2.689
H 10.523 0.415 1.234
H 6.338 1.354 1.245
H 5.116 1.329 0.212
C -2.881 -1.819 -5.960
C -2.284 -1.360 -4.681
C -3.318 -1.214 -3.606
O -4.121 -0.112 -3.947
C -5.452 -0.184 -3.497
N -1.114 -2.106 -4.332
H -2.176 -1.926 -6.785
H -3.670 -1.134 -6.272
H -3.265 -2.825 -5.769
H -1.909 -0.344 -4.861
H -2.810 -1.012 -2.661
H -3.928 -2.120 -3.638
H -6.071 -0.996 -3.886
H -5.765 0.817 -3.796
H -5.621 -0.275 -2.419
H -0.578 -1.459 -3.762
H -0.581 -2.208 -5.186